No. 1
The molecule C3H2N2O3. Source: the Open Molecules 2025 dataset; level of theory: ωB97M-V/def2-TZVPD.

Each atom is followed by the atoms it is bonded to, with distances in Å.
Positions of all 10 atoms, in Å:
1 O -0.776 0.249 1.968  C2 1.218
2 C -0.462 -0.020 0.823  O1 1.218, N3 1.426, C7 1.444
3 N -1.137 -1.042 0.094  C2 1.426, N4 1.229
4 N -0.858 -1.386 -1.053  N3 1.229, O5 1.411
5 O 0.202 -0.741 -1.724  N4 1.411, C6 1.341
6 C 0.880 0.253 -1.131  O5 1.341, C7 1.346, H9 1.090
7 C 0.608 0.654 0.124  C2 1.444, C6 1.346, O8 1.338
8 O 1.236 1.657 0.748  C7 1.338, H10 0.980
9 H 1.660 0.672 -1.767  C6 1.090
10 H 0.849 1.692 1.649  O8 0.980

As for the LUMO energy: -0.66 eV. The gap between HOMO and LUMO comes out at 9.1610 eV. As for the SMILES: O=c1nnocc1O. The value obtained for the total energy is -450.6568 hartree.

***

No. 2
A cluster of 2 separate species, C3H2N2O3 in total at a distorted geometry. Source: the Open Molecules 2025 dataset; level of theory: ωB97M-V/def2-TZVPD.

Each atom is followed by the atoms it is bonded to, with distances in Å.
Positions of all 10 atoms, in Å:
1 C 0.544 -0.170 -0.649  N6 1.267, N7 1.453, O9 1.404
2 C -0.676 -0.415 1.167  C3 1.479, O9 1.390, O10 1.211
3 C 0.709 -0.834 1.470  C2 1.479, H5 1.043, N7 1.270
4 H 0.348 2.343 -2.516  no bonds
5 H 1.041 -1.217 2.381  C3 1.043
6 N 0.974 0.598 -1.560  C1 1.267, O8 1.390
7 N 1.400 -0.662 0.418  C1 1.453, C3 1.270
8 O -0.182 1.214 -2.027  N6 1.390
9 O -0.734 0.085 -0.129  C1 1.404, C2 1.390
10 O -1.768 -0.320 1.681  C2 1.211

As for the LUMO energy: -1.18 eV. The gap between HOMO and LUMO comes out at 8.8933 eV. The value obtained for the total energy is -450.5849 hartree.